Here is C11H44O11 as an isolated structure at a distorted geometry from the Open Molecules 2025 dataset. Energies are from ωB97M-V/def2-TZVPD.

Geometry as XYZ:
```
66
Properties=species:S:1:pos:R:3:lowdin_charge:R:1
C -2.12567 0.92980 2.89040 -0.060
O -0.82256 0.68694 2.45899 -0.252
H -2.76650 0.28743 2.28642 0.088
H -2.29216 0.59792 3.91521 0.105
H -2.43729 1.96075 2.72263 0.110
H -0.57379 1.31228 1.77440 -0.208
C 2.90608 -0.77745 -2.31887 -0.127
O 1.57707 -0.34413 -2.64984 -0.200
H 3.08709 -1.80310 -2.64037 0.053
H 3.71948 -0.24153 -2.80802 0.084
H 3.06345 -0.82166 -1.24119 0.086
H 1.02810 -0.38380 -1.86329 -0.223
C 2.01291 -3.18774 -1.37563 -0.138
O 1.31776 -3.43758 -0.13933 -0.132
H 2.92874 -2.63515 -1.16588 0.057
H 2.25476 -4.12675 -1.87349 0.093
H 1.50616 -2.52205 -2.07433 0.052
H 1.22683 -2.64521 0.39498 -0.224
C 1.38389 0.39336 3.01115 -0.141
O 2.31931 1.38276 3.41928 -0.089
H 0.49040 0.53284 3.61969 0.113
H 1.05304 0.60179 1.99371 0.049
H 1.78419 -0.60360 3.19535 0.064
H 2.24266 1.36881 4.37612 0.079
C -2.59491 3.42113 -1.00972 -0.013
O -1.52758 2.60404 -0.61610 -0.052
H -3.56933 3.04885 -0.69345 0.104
H -2.52413 4.44423 -0.64044 0.100
H -2.54964 3.52320 -2.09398 0.086
H -0.98975 2.31414 -1.35658 -0.277
C 1.22313 -2.36491 1.98395 -0.008
O 0.54835 -1.91195 0.82135 -0.146
H 1.75449 -1.51286 2.40793 0.046
H 0.47351 -2.78363 2.65541 0.132
H 1.97884 -3.08873 1.67885 0.123
H -0.34658 -1.74261 1.12471 -0.036
C 0.37809 1.59802 -2.83164 -0.018
O -0.69854 2.37636 -2.28729 0.054
H 1.33066 2.12692 -2.86295 0.119
H 0.53620 0.78639 -2.12147 0.046
H 0.08299 1.12479 -3.76816 0.111
H -1.19812 2.78954 -2.99533 0.148
C -2.05713 -1.57639 0.79442 -0.157
O -1.32886 -1.43979 1.95884 -0.067
H -2.18251 -0.70256 0.15504 0.082
H -1.51750 -2.31309 0.19929 0.106
H -3.07991 -1.92831 0.92922 0.118
H -1.20583 -0.51983 2.20407 -0.068
C 0.25471 2.65833 0.96022 0.004
O -1.01632 1.95967 1.05798 -0.137
H 0.68088 2.59847 -0.04123 0.115
H 0.13595 3.66234 1.36761 0.122
H 1.00537 2.17307 1.58402 0.084
H -1.55192 2.19563 0.29703 -0.220
C -1.25856 -1.65693 -2.02186 -0.145
O -1.21442 -1.05498 -3.29261 -0.079
H -1.77300 -2.61747 -2.05049 0.105
H -0.22996 -1.84361 -1.71328 0.066
H -1.65805 -1.06545 -1.19806 0.045
H -0.69785 -1.63386 -3.85797 0.091
C 0.02047 0.27133 -0.06959 -0.048
O 0.86589 -0.60259 -0.79568 -0.090
H -0.39080 1.05109 -0.71063 0.111
H -0.77674 -0.29876 0.40745 0.066
H 0.53920 0.70341 0.78618 0.069
H 1.24522 -1.29767 -0.25293 0.065
```

Output
relative energy (zero: lowest compared OMol25 entry of this formula, charge and spin) = 26.397 eV
HOMO = -8.19 eV
molecular weight = 352.5 g/mol
orbital gap = 8.4 eV